Density functional theory data (ωB97M-V/def2-TZVPD) for 8 unconnected molecules or ions with the total composition C32H48O24 in a non-equilibrium geometry.

Last column: Mulliken charge in e.
Positions of all 104 atoms, in Å:
C 6.0099 0.6099 -1.7394  -1.297
C 6.6869 2.0340 -1.6890  0.324
C 5.8056 3.2560 -1.5462  -0.379
O 5.8554 3.4876 -0.1554  -0.330
C 6.9182 2.8827 0.3589  0.670
O 7.5021 3.1384 1.4187  -0.583
O 7.3813 1.9697 -0.4827  -0.337
H 6.7728 -0.1647 -1.6610  0.354
H 5.3115 0.4610 -2.5629  0.364
H 5.5120 0.4407 -0.7846  0.316
H 7.2871 2.1733 -2.5881  0.259
H 4.8620 2.9472 -1.9961  0.309
H 6.4024 4.0639 -1.9695  0.330
C 10.7440 -5.7224 -3.3061  -1.400
C 9.5053 -6.6333 -3.2685  0.527
C 9.4156 -7.4460 -1.9943  -0.403
O 8.1857 -7.0642 -1.3935  -0.350
C 7.4043 -6.3111 -2.3561  0.622
O 6.2876 -5.9913 -2.2099  -0.466
O 8.2571 -5.8515 -3.2879  -0.363
H 10.9062 -5.0961 -2.4289  0.349
H 10.7400 -5.1041 -4.2037  0.368
H 11.6384 -6.2785 -3.5870  0.398
H 9.5436 -7.4135 -4.0287  0.181
H 10.1934 -7.0890 -1.3192  0.225
H 9.1627 -8.5014 -2.0953  0.312
C -1.5197 -8.8389 -7.7817  -1.461
C -1.5699 -9.3358 -6.3190  0.423
C -0.1159 -9.6146 -5.7044  -0.396
O -0.3163 -8.9571 -4.4693  -0.323
C -1.3076 -8.1868 -4.4003  0.737
O -1.6373 -7.4651 -3.4268  -0.630
O -1.9574 -8.2552 -5.5250  -0.325
H -1.0760 -7.8689 -8.0058  0.359
H -2.5133 -8.8174 -8.2293  0.359
H -1.0300 -9.5228 -8.4750  0.406
H -2.2506 -10.1855 -6.2664  0.258
H 0.7112 -9.2939 -6.3377  0.305
H -0.0939 -10.6912 -5.5355  0.288
C -7.2518 6.0105 8.0455  -1.360
C -5.8963 5.6513 8.6964  0.408
C -4.6205 5.6703 7.9447  -0.346
O -3.7375 5.9876 8.9790  -0.286
C -4.4119 6.6030 9.9229  0.654
O -3.9048 7.2525 10.8380  -0.616
O -5.6871 6.5968 9.6991  -0.304
H -7.2905 7.0475 7.7120  0.329
H -8.0489 5.9168 8.7831  0.354
H -7.5117 5.2889 7.2710  0.380
H -5.9969 4.6966 9.2127  0.233
H -4.5289 6.5643 7.3278  0.282
H -4.3331 4.7356 7.4632  0.273
C -4.8929 -2.4561 -5.4289  -1.361
C -6.2383 -2.3072 -6.2830  0.362
C -6.4314 -3.5335 -7.1300  -0.524
O -7.7962 -3.7219 -7.1611  -0.291
C -8.2907 -3.2179 -6.0982  0.691
O -9.3986 -3.5223 -5.6312  -0.592
O -7.3552 -2.4662 -5.4702  -0.329
H -3.9619 -2.4296 -5.9951  0.410
H -4.7578 -3.3005 -4.7529  0.363
H -4.7375 -1.5123 -4.9063  0.347
H -6.3720 -1.4334 -6.9206  0.311
H -5.8371 -4.3409 -6.7022  0.285
H -6.1257 -3.3090 -8.1519  0.328
C 0.1598 -2.2982 2.0197  -1.355
C 0.1937 -0.8460 1.4304  0.580
C -0.7787 -0.7084 0.3158  -0.633
O -1.4695 0.4206 0.5903  -0.314
C -1.1991 0.7609 1.8181  0.651
O -1.6936 1.6971 2.3365  -0.550
O -0.2191 0.0199 2.3522  -0.324
H 0.7381 -2.9992 1.4179  0.362
H -0.8466 -2.7159 1.9894  0.359
H 0.5094 -2.3518 3.0507  0.350
H 1.0791 -0.2628 1.1773  0.330
H -1.5233 -1.4946 0.1914  0.270
H -0.4625 -0.6079 -0.7225  0.274
C 1.5394 2.1233 7.8764  -1.314
C 2.7111 2.9042 7.1249  0.383
C 2.5099 4.3112 7.0998  -0.364
O 3.5403 4.8927 7.8913  -0.328
C 4.3870 3.9302 8.2549  0.681
O 5.3461 4.0622 9.0124  -0.571
O 3.9276 2.7454 7.8281  -0.349
H 1.4604 2.3370 8.9424  0.349
H 1.6919 1.0525 7.7415  0.343
H 0.5765 2.3894 7.4405  0.376
H 2.9675 2.4937 6.1482  0.280
H 1.4956 4.5709 7.4030  0.244
H 2.6264 4.7303 6.1003  0.271
C -4.9773 6.2008 -1.4531  -1.364
C -4.7426 7.6921 -1.8019  0.430
C -5.7991 8.6657 -1.1559  -0.472
O -5.0544 9.7525 -0.7691  -0.308
C -3.7680 9.4600 -0.6509  0.666
O -2.9092 10.2943 -0.3990  -0.537
O -3.5854 8.2399 -1.2523  -0.357
H -5.9024 5.7755 -1.8424  0.367
H -4.8267 5.9964 -0.3931  0.348
H -4.2768 5.5272 -1.9467  0.360
H -4.7293 7.9442 -2.8623  0.264
H -6.3043 8.1106 -0.3655  0.291
H -6.5911 8.9490 -1.8491  0.312

Atomic forces in eV per Å
C 0.071 0.957 0.468
C -1.151 -2.798 -1.043
C 1.375 -0.999 -0.308
O -1.556 0.709 0.901
C 2.803 0.855 3.341
O -2.367 -0.580 -2.673
O 1.671 0.110 -0.065
H 0.215 0.135 -0.742
H 0.205 -0.084 -0.053
H -0.556 0.371 -0.026
H 0.644 -0.188 0.357
H -0.395 1.140 0.447
H -0.965 0.366 -0.608
C -0.333 -0.131 -1.404
C 0.479 0.245 0.214
C -1.343 0.564 1.197
O -2.519 1.710 -1.203
C 2.887 -0.271 2.186
O -0.899 -0.170 -0.048
O 0.845 -1.142 -0.810
H -0.159 -0.233 0.020
H -0.658 0.517 0.131
H 0.069 -0.583 0.821
H -0.315 0.786 -0.868
H 0.243 -0.989 0.139
H 1.703 -0.296 -0.376
C -0.585 -0.653 -0.741
C 2.514 0.823 -2.162
C -3.139 -1.048 -0.768
O 5.193 -2.362 1.526
C -3.025 4.126 3.867
O 1.239 -2.369 -3.224
O -3.062 0.951 -1.240
H 0.131 0.077 0.792
H -0.310 0.231 0.365
H 0.406 -0.423 0.403
H 0.019 0.063 0.449
H -0.011 0.476 0.496
H 0.623 0.130 0.231
C 0.435 -0.579 0.215
C -3.246 -0.890 -0.696
C 0.081 0.658 -1.096
O 2.008 -1.099 0.656
C 2.891 3.783 3.822
O -0.783 -1.827 -1.790
O -1.396 0.390 0.429
H 0.271 -0.149 -0.319
H 0.192 -0.041 0.239
H 0.146 0.259 -0.293
H -0.059 -0.381 -0.143
H -0.449 -0.376 -0.969
H -0.088 0.248 -0.063
C -0.334 2.024 -0.792
C 2.129 -1.706 0.434
C 2.465 0.712 -1.905
O -0.237 -1.678 -2.411
C -4.146 -0.826 4.338
O 3.049 1.564 -1.329
O -1.610 0.908 1.731
H -0.312 -0.358 -0.940
H -0.911 -0.020 -0.079
H -0.400 -0.120 0.668
H 0.558 0.479 0.461
H -0.541 -0.517 -0.144
H 0.296 -0.474 -0.025
C 0.864 0.365 -0.650
C 2.087 -3.101 -1.268
C -0.773 -2.276 -3.316
O -1.322 1.535 -0.473
C -0.087 2.044 1.458
O -0.635 0.926 1.125
O -2.972 2.221 3.271
H 0.271 0.133 -0.020
H -0.211 0.475 0.057
H 0.145 0.239 -0.133
H 1.433 -1.881 -0.877
H 0.109 -0.646 0.666
H 1.093 -0.040 0.171
C 1.039 0.137 -1.149
C -0.609 -4.062 0.904
C -0.859 3.660 -1.395
O -0.203 0.580 0.180
C 1.859 -0.250 3.079
O -2.130 -0.095 -2.318
O 1.032 -0.482 0.520
H 0.448 0.251 -0.042
H -0.056 0.017 0.107
H 0.050 0.013 -0.231
H -0.819 -0.219 -0.122
H 0.271 0.421 0.584
H -0.020 0.033 -0.119
C 0.930 0.102 -0.688
C -2.109 0.556 0.372
C -0.914 -2.508 -1.153
O -0.851 1.482 1.412
C 2.094 1.764 -2.227
O -1.820 -2.710 0.215
O 2.452 -0.036 1.444
H -0.485 0.634 0.372
H -0.409 0.284 0.071
H 0.559 0.386 -0.130
H 0.144 -0.658 -0.256
H 0.160 0.430 0.670
H 0.249 0.270 -0.100

The calculation puts the relative energy (zero: lowest compared OMol25 entry of this formula, charge and spin) at 714.5 kJ/mol. Its SMILES is C[C@H]1COC(=O)O1.C[C@H]1COC(=O)O1.C[C@H]1COC(=O)O1.C[C@H]1COC(=O)O1.C[C@H]1COC(=O)O1.C[C@H]1COC(=O)O1.C[C@H]1COC(=O)O1.C[C@H]1COC(=O)O1. The value obtained for the HOMO energy is -10.44 eV. As for the total energy: -3053.7923 a.u.

Density functional theory data (ωB97M-V/def2-TZVPD) for 2 unconnected molecules or ions with the total composition C6H16N3 in a non-equilibrium geometry.

Last column: Mulliken charge in e.
Positions of all 25 atoms, in Å:
C 1.2402 0.0537 2.5862  -1.008
C 2.0306 -2.2149 -1.5671  -0.269
C -1.8841 -0.4021 -0.1995  -0.721
C -0.3687 0.7810 -1.7157  -0.868
C -1.3451 1.9093 0.2514  -0.959
C 0.4133 0.3318 0.4402  -0.463
N 0.2199 0.0914 1.6023  -0.124
N 1.2126 -1.8146 -0.6365  -0.368
N -0.8918 0.6369 -0.3294  0.146
H 0.9858 -0.8879 3.2264  0.321
H 0.9490 0.7467 3.3286  0.408
H 2.3772 -1.4104 -2.2703  0.239
H 2.2321 0.3467 2.3749  0.390
H 2.6973 -3.0788 -1.5127  0.279
H -1.8916 -0.8844 0.8695  0.295
H -2.8744 0.0501 -0.3993  0.365
H -1.7800 -1.2381 -0.9094  0.341
H -0.1298 1.8541 -1.9891  0.285
H 0.2548 -0.1226 -1.9167  0.267
H -1.3452 0.8287 -2.2358  0.500
H -1.7375 1.7324 1.2482  0.395
H -0.4954 2.5996 0.3378  0.345
H -2.1909 2.1524 -0.4404  0.439
H 1.3082 0.5152 -0.1486  0.573
H 1.0135 -2.5761 0.0052  0.191

Atomic forces in eV per Å
C -1.981 -2.270 2.435
C 0.425 2.546 1.752
C -1.957 -2.097 1.562
C -2.918 1.152 -1.401
C -1.336 0.229 -0.754
C -0.599 0.793 -1.415
N -0.020 -0.180 2.036
N 0.834 -1.644 -2.478
N 3.971 -0.272 0.543
H 1.475 1.122 -1.367
H -0.521 1.230 0.822
H -0.583 -0.948 0.198
H 1.316 -0.563 -0.842
H -0.711 -0.398 -0.176
H 0.161 1.347 -1.968
H 0.449 -0.234 0.204
H 0.482 0.584 0.137
H 1.138 -1.399 0.938
H -0.429 1.253 -0.288
H 0.567 -1.006 -0.754
H -0.001 -0.159 -0.002
H -0.554 0.010 -0.476
H 0.776 0.844 0.757
H -0.099 0.197 0.180
H 0.118 -0.137 0.358

The calculation puts the relative energy (zero: lowest compared OMol25 entry of this formula, charge and spin) at 263.2 kJ/mol. The value obtained for the HOMO energy is -13.93 eV. As for the total charge: +1. As for the total energy: -402.1156 a.u.

Density functional theory data (ωB97M-V/def2-TZVPD) for a molecular structure, C7H13N2O4S2 in a non-equilibrium geometry.

Last column: Mulliken charge in e.
Positions of all 28 atoms, in Å:
C 0.0398 -0.0991 0.4965  -0.122
C -2.4113 0.9945 -0.3490  -0.626
C 3.9395 -0.7932 -0.2130  0.516
C 1.2927 2.4665 -1.3342  0.698
C -0.0212 -1.0243 -0.6512  -0.924
C -3.4697 1.9854 0.1435  -1.073
C 4.1292 -1.9080 0.8974  -1.001
N 3.1141 0.1419 0.2682  -0.240
N 0.1132 2.1613 -1.1088  -0.480
O 4.4704 -0.8674 -1.2944  -0.666
O 2.0929 2.9733 -2.0544  -0.498
O 2.5527 2.1000 2.1917  -0.691
O -0.6828 2.2610 1.2964  -0.709
S 2.9715 1.6886 0.2162  0.092
S -0.8094 1.4493 0.1469  1.093
H -0.5313 -0.5202 1.3236  0.416
H -2.4997 0.7663 -1.3626  0.261
H -1.0346 -0.7069 -1.1422  0.272
H -0.2218 -2.1302 -0.3328  0.289
H 0.7466 -1.0249 -1.4459  0.235
H -3.2033 3.0651 -0.2516  0.171
H -4.4789 1.7342 -0.0053  0.422
H -3.5234 2.2624 1.2313  0.260
H 5.1994 -2.1639 1.0070  0.285
H 3.3610 -2.6568 0.7502  0.265
H 3.7599 -1.5193 1.8446  0.350
H 1.0734 0.1237 0.7525  0.117
H 1.7312 2.6720 2.1695  0.289

Atomic forces in eV per Å
C 0.864 0.469 0.200
C 1.025 1.365 2.858
C 0.411 -0.829 2.683
C 0.477 0.355 -0.788
C -3.043 -2.087 -2.010
C 2.351 3.481 0.853
C -0.286 1.352 -0.218
N -0.850 0.431 -0.490
N -1.304 -0.657 0.408
O 0.346 0.021 -1.051
O -0.528 -0.446 0.810
O -0.548 0.353 -2.207
O -0.395 1.478 1.903
S -0.012 0.668 2.332
S -0.511 -2.038 -2.477
H 0.082 0.394 0.147
H 0.149 -0.381 -1.559
H 1.664 -1.161 0.313
H 0.587 1.969 -0.448
H -0.081 0.368 0.802
H -1.180 -1.718 0.165
H -1.171 -0.572 -1.106
H 0.781 -0.952 -0.508
H -0.791 -0.521 -0.374
H 0.580 -0.969 -0.612
H 0.405 0.516 0.146
H -0.179 0.142 0.455
H 1.155 -1.031 -0.225

The calculation puts the relative energy (zero: lowest compared OMol25 entry of this formula, charge and spin) at 315.2 kJ/mol. The value obtained for the HOMO energy is -4.37 eV. As for the total charge: -1. As for the total energy: -1481.2214 a.u.

Density functional theory data (ωB97M-V/def2-TZVPD) for a molecular structure, C18H36BeBr2NO8P2.

Last column: Mulliken charge in e.
Positions of all 68 atoms, in Å:
Be 0.6153 -1.4180 -0.4377  0.608
Br 4.4445 -0.9795 1.4476  -0.119
C 3.5256 -1.3765 3.0890  -0.415
Br 1.9642 -0.2650 3.3767  -0.057
H 4.2010 -1.1879 3.9119  0.471
H 3.1785 -2.3994 3.0271  0.236
C -1.9683 -0.8290 3.7018  -1.016
C -2.6885 -1.4608 2.5347  0.770
C -4.0896 -1.9173 2.8572  -1.483
O -2.8316 -0.4468 1.4627  -0.292
P -1.7861 -0.1656 0.3499  0.447
O -0.8956 -1.3608 0.1254  -0.296
C -0.7796 1.2670 0.7415  -0.561
P 0.6165 1.3738 -0.3997  0.382
O 1.2945 0.0308 -0.4155  -0.319
O 0.0814 1.7037 -1.8145  -0.320
C -0.2688 2.9879 -2.4486  0.516
C -1.1547 3.8158 -1.5451  -1.221
C 0.9940 3.6938 -2.8857  -1.286
O 1.5242 2.5307 0.0838  -0.045
C 2.8645 2.3601 0.7168  1.864
C 3.9027 2.3705 -0.3768  -1.430
C 2.9987 3.4790 1.7170  -1.462
O -2.5822 0.3072 -0.8965  -0.099
C -3.3801 -0.6496 -1.7028  0.649
C -2.6045 -0.9293 -2.9677  -1.068
C -4.7260 -0.0052 -1.9234  -1.540
H -1.8894 -1.5506 4.5148  0.474
H -2.5160 0.0419 4.0638  0.297
H -0.9540 -0.5363 3.4291  -0.072
H -2.1002 -2.2756 2.1124  0.218
H -4.6857 -1.0854 3.2326  0.334
H -4.0498 -2.6890 3.6258  0.415
H -4.5782 -2.3341 1.9775  0.378
H -0.3602 1.1230 1.7413  0.201
H -1.3794 2.1764 0.7336  0.642
H -0.8327 2.6573 -3.3193  0.392
H -0.6163 4.1374 -0.6507  0.240
H -2.0531 3.2660 -1.2628  0.215
H -1.4659 4.7124 -2.0808  0.530
H 1.5595 4.0514 -2.0258  0.175
H 0.7266 4.5518 -3.5028  0.507
H 1.6217 3.0289 -3.4774  0.331
H 2.8453 1.3946 1.2175  -0.919
H 3.8941 3.3215 -0.9108  0.326
H 3.7339 1.5576 -1.0837  0.356
H 4.8891 2.2333 0.0671  0.446
H 2.9572 4.4490 1.2204  0.321
H 3.9600 3.3912 2.2233  0.411
H 2.2123 3.4293 2.4696  0.358
H -3.4888 -1.5614 -1.1099  0.381
H -2.4608 -0.0057 -3.5303  0.220
H -3.1658 -1.6263 -3.5905  0.456
H -1.6311 -1.3685 -2.7507  0.148
H -4.6113 0.9292 -2.4739  0.283
H -5.2220 0.2005 -0.9759  0.366
H -5.3583 -0.6731 -2.5083  0.438
O 0.7210 -2.2281 -1.9688  -0.671
C 1.3636 -3.1084 -1.3324  -0.009
C 1.9818 -4.3932 -1.7849  -0.572
C 2.5706 -4.9253 -0.4729  -0.365
C 2.1990 -3.8831 0.5842  0.282
O 2.4574 -3.9497 1.7588  -0.646
N 1.5142 -2.8468 -0.0364  0.055
H 2.7219 -4.1922 -2.5591  0.284
H 1.2192 -5.0369 -2.2231  0.287
H 3.6551 -5.0225 -0.4959  0.274
H 2.1651 -5.8903 -0.1738  0.299

Atomic forces in eV per Å
Be -0.063 -0.039 0.008
Br 0.002 -0.002 0.016
C -0.010 -0.004 -0.020
Br 0.006 0.009 0.002
H 0.001 0.000 -0.001
H -0.007 -0.003 0.001
C -0.002 0.006 -0.011
C 0.001 -0.007 0.008
C -0.001 -0.002 -0.001
O 0.007 0.001 0.002
P 0.001 0.006 0.004
O 0.016 0.019 -0.015
C -0.010 -0.006 -0.005
P 0.017 -0.025 -0.009
O 0.007 0.025 0.016
O -0.013 0.001 0.003
C 0.000 -0.004 0.001
C -0.001 -0.001 -0.006
C 0.004 0.000 0.004
O -0.006 0.010 0.012
C -0.004 -0.007 0.008
C -0.010 0.000 -0.007
C -0.004 0.002 -0.008
O 0.006 0.002 -0.003
C -0.004 -0.002 -0.001
C -0.002 0.002 0.001
C 0.000 0.001 -0.001
H -0.001 -0.001 0.000
H 0.000 0.000 0.000
H 0.001 -0.003 0.010
H 0.000 0.002 -0.003
H 0.000 0.000 0.001
H 0.000 0.000 0.000
H 0.000 0.000 0.000
H 0.000 -0.002 0.000
H 0.000 -0.001 0.001
H -0.001 0.002 0.000
H 0.003 0.002 0.000
H -0.001 -0.002 0.000
H 0.000 0.001 0.003
H 0.000 0.002 -0.003
H 0.000 0.000 -0.001
H 0.000 0.000 0.000
H 0.016 -0.003 -0.013
H 0.001 0.000 0.000
H 0.001 0.000 0.000
H 0.001 0.000 0.001
H 0.001 0.001 0.002
H 0.002 -0.002 0.000
H 0.001 0.001 0.001
H 0.003 0.000 -0.001
H 0.000 0.000 -0.001
H 0.000 0.000 0.001
H 0.003 0.000 0.002
H -0.001 0.000 -0.001
H 0.000 0.000 0.000
H 0.000 0.000 0.000
O 0.002 0.019 -0.005
C 0.018 0.009 0.004
C -0.021 -0.014 0.002
C -0.003 -0.003 -0.001
C 0.040 0.023 0.008
O -0.014 -0.004 0.000
N 0.015 -0.011 -0.009
H 0.004 -0.001 0.001
H 0.000 0.006 -0.003
H -0.002 0.001 0.004
H 0.000 -0.003 -0.002

The calculation puts the relative energy (zero: lowest compared OMol25 entry of this formula, charge and spin) at 0.0 kJ/mol. The value obtained for the HOMO energy is -12.30 eV. As for the total charge: +1. As for the total energy: -7209.8640 a.u.

Number 1: orbital gap 10.532 eV. Number 2: orbital gap 11.347 eV. Number 3: orbital gap 7.435 eV. Number 4: orbital gap 10.482 eV.